[1]
Below is C8H24CuO8 as an isolated structure in a non-equilibrium geometry, with properties calculated with ωB97M-V/def2-TZVPD.

Structure (XYZ):
```
41
C8H24CuO8 (ωB97M-V/def2-TZVPD)
C -13.921 7.550 5.544
O -13.269 9.541 6.700
H -15.530 7.596 12.090
C -8.960 11.064 15.357
H -17.200 16.354 11.116
H -9.635 10.513 16.012
H -14.766 9.057 4.744
H -16.587 15.512 12.471
C -15.535 8.315 14.730
H -12.008 7.907 6.350
H -10.016 14.169 15.014
H -18.976 15.704 12.711
O -9.087 10.682 13.959
C -18.540 14.933 12.075
H -8.699 9.823 13.777
H -7.981 10.759 15.725
O -10.128 13.226 14.872
H -16.462 8.544 14.205
H -15.096 6.345 13.953
H -18.512 13.957 12.558
O -14.689 7.700 12.539
Cu -12.738 11.135 11.692
C -8.995 12.554 15.420
O -14.769 9.512 14.985
H -15.358 10.107 15.455
H -8.136 12.989 14.909
H -8.894 12.904 16.447
H -18.901 14.667 10.254
H -14.518 7.363 6.436
O -19.422 14.966 11.003
H -16.932 14.480 9.837
H -13.751 10.046 6.041
H -12.451 9.027 4.953
O -16.538 14.465 10.712
C -17.198 15.368 11.580
C -12.778 8.485 5.840
H -15.944 7.853 15.628
H -13.633 7.183 14.303
O -14.711 8.131 4.498
C -14.642 7.336 13.920
H -13.565 6.565 5.244
```

Results
Lowest unoccupied orbital energy in eV: -6.581
Largest force on an atom in eV/Å: 2.8
E_tot in eV: -69692.46353
Total charge: +1
Molar mass in g mol⁻¹: 311.82
Energy above the lowest of the compared OMol25 structures with the same formula, charge and spin in eV: 4.872
HOMO energy in hartree: -0.4544

Results of the natural (NBO) charge analysis, in e, for atoms 1 through 2:
1 C -0.10
2 O -0.72

=====

[2]
Below is C28H19BrCaF6N2O6S6 as an isolated structure, with properties calculated with ωB97M-V/def2-TZVPD.

Structure (XYZ):
```
69
C28H19BrCaF6N2O6S6 (ωB97M-V/def2-TZVPD)
C -2.524 1.046 -0.622
H -2.359 5.152 1.565
H 3.136 -6.420 -1.031
C -1.615 -4.011 -0.463
C -2.532 3.285 0.518
F 4.016 3.841 -1.572
O 3.453 0.972 -2.718
C 1.642 2.851 1.053
C -1.836 2.179 0.047
F 5.980 4.673 -1.193
F 4.746 4.009 0.457
C -0.323 -4.549 -0.751
N 4.686 1.134 -0.480
C -0.476 4.145 1.368
C 5.455 0.525 2.844
S -0.259 -1.081 -2.580
C -2.156 -3.126 -2.967
C 2.120 -4.539 -0.655
C 4.577 1.593 2.864
C -0.238 -5.918 -1.115
C 2.659 0.094 2.728
H 6.523 0.700 2.846
O -1.667 -2.534 -0.785
H -3.555 1.290 -0.873
C -3.207 -3.948 -2.283
S 0.932 -0.241 2.697
H -2.038 -3.140 -4.041
S -2.543 -0.412 0.586
H -4.917 -1.474 -0.583
Ca 0.349 -0.360 0.045
C 5.102 3.739 -0.801
H 0.926 -2.820 -0.373
C 3.199 1.392 2.805
O 6.886 2.081 0.075
C 4.495 -1.231 -1.745
H -3.566 -4.738 -2.945
H 4.952 2.608 2.885
C -2.872 -1.830 -0.266
O 6.261 1.965 -2.315
O -2.704 -4.612 -1.078
S 2.163 2.837 2.807
S 3.690 0.399 -1.432
C -4.339 -3.054 -1.852
C 4.940 -0.761 2.751
H -1.150 -6.468 -1.298
H 3.035 -3.979 -0.500
F 3.713 -1.970 -2.523
H 5.609 -1.613 2.704
F 5.669 -1.055 -2.351
C 0.912 -3.885 -0.557
F 4.703 -1.882 -0.600
S 5.875 2.069 -0.939
H -3.600 3.350 0.358
C 3.574 -0.969 2.696
Br 1.031 -8.397 -1.675
C 0.987 -6.536 -1.197
C 2.194 -5.897 -0.962
N -0.511 2.044 0.242
C -1.423 -2.296 -2.226
H 3.177 -1.974 2.621
H -1.989 0.718 -1.516
H 0.104 4.895 1.888
H 2.151 3.675 0.551
H -5.337 -3.216 -2.240
C -1.839 4.280 1.187
H 1.993 1.927 0.604
O 2.530 0.022 -0.642
C -4.101 -2.108 -0.919
C 0.160 3.005 0.883
```

Results
Lowest unoccupied orbital energy in eV: 3.976
Largest force on an atom in eV/Å: 0.1
E_tot in eV: -214408.22672
Total charge: -2
Molar mass in g mol⁻¹: 905.84
Energy above the lowest of the compared OMol25 structures with the same formula, charge and spin in eV: 7.375
HOMO energy in hartree: -0.0464

Results of the natural (NBO) charge analysis, in e, for atoms 1 through 2:
1 C -0.62
2 H 0.20

=====

[3]
Below is a 9-piece molecular cluster, C17H39N9O22 overall in a non-equilibrium geometry, with properties calculated with ωB97M-V/def2-TZVPD.

Structure (XYZ):
```
87
C17H39N9O22 (ωB97M-V/def2-TZVPD)
N 3.140 1.850 -0.720
H 1.032 3.445 -0.339
H -1.727 -4.859 -1.340
C 0.855 2.761 -1.164
H -2.896 -6.216 -1.320
O -6.596 2.104 4.143
C -1.639 3.287 -0.852
N 10.297 -2.067 -2.190
H 9.270 -2.844 -3.833
H -0.692 1.360 -0.709
H -1.867 -0.333 -2.231
H -2.172 -0.281 -6.538
H -0.772 2.019 -2.308
H -4.525 3.070 2.934
O -1.074 2.189 -4.867
H -0.717 1.236 4.039
O 1.702 1.506 6.087
H -2.546 3.192 -1.435
H 10.615 -3.853 -3.225
C -3.025 -0.523 -0.773
O 1.697 -2.497 1.292
O 0.921 -0.206 5.042
O -1.206 -7.670 -0.426
C 10.289 -2.845 -3.458
O 4.435 0.088 -1.445
H 3.769 -1.161 0.620
H -4.147 1.460 3.615
H -4.799 0.202 0.026
H -3.538 2.935 4.420
H 1.118 3.278 -2.082
O -0.621 0.091 -4.745
H -2.737 -5.143 0.105
N -9.836 4.424 6.022
O -1.895 3.234 0.559
O -5.529 3.038 5.761
H -8.028 3.537 5.477
C 3.645 -0.106 0.788
H 0.425 2.607 4.128
N -5.591 2.555 4.654
H -3.136 1.131 -6.006
H -8.945 2.678 6.740
H 10.963 -2.368 -4.158
C -2.446 2.099 0.992
C -9.006 3.209 5.795
N 0.926 0.971 5.326
O -3.473 1.696 0.229
O -10.850 4.551 5.369
N -1.204 1.040 -5.226
O -2.083 1.564 2.016
H 6.081 -1.652 -2.720
C -3.744 0.301 0.264
H 1.313 0.847 -0.354
H 4.402 0.248 1.478
H 2.663 0.102 1.194
O -2.659 0.113 -1.906
H 3.102 -4.462 0.333
H -0.687 2.285 5.490
H 3.174 2.341 0.167
C -0.100 1.842 4.691
C -2.222 -5.608 -0.730
O -9.436 5.214 6.849
O 7.067 -2.995 -4.708
N 1.685 -2.935 0.164
C 5.550 -1.600 -3.665
H 1.741 1.029 -2.040
C 3.804 0.596 -0.539
H 2.014 -4.584 -1.082
H 1.383 -4.954 0.555
O 9.586 -2.472 -1.296
H -3.594 -0.147 1.235
C -2.162 0.783 -6.335
O 11.004 -1.085 -2.130
N -1.167 -6.493 -0.166
H -1.273 4.286 -1.053
O 4.996 -3.565 -4.767
N 5.893 -2.821 -4.444
H -9.484 2.604 5.034
O 1.360 -2.296 -0.819
H -1.820 1.347 -7.196
C 1.747 1.538 -1.083
C -0.594 2.287 -1.272
O -0.324 -5.955 0.527
H 5.876 -0.742 -4.243
C -4.345 2.502 3.842
O -2.853 -1.720 -0.594
C 2.083 -4.352 -0.026
H 4.480 -1.580 -3.505
```

Results
Lowest unoccupied orbital energy in eV: -0.531
Largest force on an atom in eV/Å: 2.1
E_tot in eV: -76695.07524
SMILES string: CC(=O)NCCCCOC(=O)OCC(=O)O.C[N+](=O)[O-].C[N+](=O)[O-].C[N+](=O)[O-].C[N+](=O)[O-].C[N+](=O)[O-].C[N+](=O)[O-].C[N+](=O)[O-].C[N+](=O)[O-]
Molar mass in g mol⁻¹: 721.54
Energy above the lowest of the compared OMol25 structures with the same formula, charge and spin in eV: 0.000
HOMO energy in hartree: -0.3629

Results of the Löwdin charge analysis, in e, for atoms 1 through 2:
1 N 0.03
2 H 0.12

=====

[4]
Below is C45H53BaCl2F5N4O7P3S as an isolated structure in a non-equilibrium geometry, with properties calculated with ωB97M-V/def2-TZVPD.

Structure (XYZ):
```
121
C45H53BaCl2F5N4O7P3S (ωB97M-V/def2-TZVPD)
H 1.973 1.588 3.072
H 2.996 -0.021 -4.041
P -0.242 3.073 2.451
H 6.719 -3.152 -1.131
H -3.419 -1.332 -5.374
H 2.718 -0.297 -6.527
C -2.918 8.023 0.480
C -2.495 9.236 0.941
O -1.034 -0.747 -4.408
C 6.130 -0.471 -1.317
C 1.887 2.320 3.876
H 2.895 2.538 4.239
H -1.594 3.362 4.502
O 2.046 0.214 -1.237
Ba 0.609 -1.315 -0.159
H -1.130 10.282 2.257
S 0.698 -2.553 2.397
N 2.947 -2.353 -1.142
H -3.710 7.930 -0.250
H 1.940 4.713 5.122
H -2.885 -1.712 -7.015
H -2.014 1.298 -2.934
C -1.452 9.314 1.898
N -2.097 -1.454 0.665
F -4.293 -4.504 -0.917
H -2.022 0.150 1.937
C 3.858 -1.336 -1.198
H -0.080 2.135 -0.522
H 3.026 -2.032 -6.355
H -2.410 4.850 -1.888
C 3.230 -1.050 -5.928
C 2.133 -2.632 3.536
C 5.636 0.786 -1.478
H 1.752 5.254 2.050
C 1.234 3.632 3.418
H 0.489 2.438 -7.537
H -3.567 -4.407 1.269
H 1.332 1.855 4.691
C -1.279 6.916 1.893
C -1.082 4.640 1.905
H -5.080 3.289 0.941
C -4.518 3.325 0.008
H -1.060 1.679 4.255
O 0.679 0.841 -5.440
C -0.657 -3.732 -2.670
H -2.953 10.144 0.575
F 2.374 -3.887 3.921
H -3.338 -0.915 3.747
H -3.466 -5.618 -3.068
Cl 7.864 -0.734 -1.292
H 6.312 1.620 -1.604
Cl 3.701 2.649 -1.795
H -0.186 3.848 -0.925
H 3.112 4.585 2.952
N -0.678 5.783 2.368
C -0.503 2.848 -1.234
C 4.737 -3.923 -1.097
C -0.326 2.526 -6.818
P -2.772 2.879 0.342
C -2.413 1.389 -1.922
C -2.396 -0.859 1.828
C 2.769 -0.992 -4.492
F 1.906 -1.900 4.631
H -2.386 2.326 3.299
H -3.495 1.275 -1.994
C -3.134 -1.448 2.831
H -2.691 -0.073 -6.372
C -2.535 -2.710 0.459
C -1.432 2.576 3.762
H 2.430 3.687 1.592
H -4.120 -3.274 3.393
O 1.182 -3.270 1.217
H -4.624 4.313 -0.436
H -2.028 0.525 -1.378
C -3.056 -4.252 -1.458
C -2.651 -1.134 -6.120
H 3.264 -1.753 -3.885
H 0.530 5.475 4.359
H 0.932 2.860 -5.093
C -3.262 -3.387 1.443
C -0.958 -3.033 -1.488
H -3.561 3.709 -2.587
C -2.310 6.839 0.957
C -1.288 -1.512 -5.593
H 0.263 -3.551 -3.218
C -2.022 2.760 -1.359
C 5.247 -1.573 -1.199
C 4.254 1.022 -1.490
H -0.698 3.550 -6.843
H -1.128 1.859 -7.134
C -2.184 -3.351 -0.857
H -0.057 8.210 3.095
C 2.180 4.332 2.438
H -1.929 3.806 -3.232
C 3.367 -3.592 -1.104
H -0.500 -1.324 -6.328
O 0.587 -1.102 2.162
H 0.342 4.027 5.363
F 3.239 -2.165 2.948
C 3.306 0.021 -1.295
C 0.151 2.170 -5.430
H -0.677 2.247 -4.716
C 5.662 -2.923 -1.135
P 0.366 -0.021 -4.071
H -4.940 2.575 -0.658
H -0.043 2.632 -2.201
F -1.218 -5.321 -4.350
H 4.305 -0.871 -5.978
C -0.855 8.179 2.366
O 1.368 -1.264 -4.407
H -1.249 -2.567 -5.311
O -0.378 -3.162 3.117
H 2.606 -4.361 -1.066
C -2.766 -4.927 -2.626
H 5.039 -4.961 -1.063
C -1.536 -4.654 -3.195
C 0.982 4.520 4.631
N -2.741 5.626 0.492
C -2.516 3.849 -2.310
C -3.567 -2.749 2.623
C -2.153 4.554 0.923
```

Results
Lowest unoccupied orbital energy in eV: 1.461
Largest force on an atom in eV/Å: 4.2
E_tot in eV: -145852.55693
Total charge: -1
Molar mass in g mol⁻¹: 1190.15
Energy above the lowest of the compared OMol25 structures with the same formula, charge and spin in eV: 2.154
HOMO energy in hartree: -0.1737

Results of the Löwdin charge analysis, in e, for atoms 1 through 2:
1 H 0.07
2 H 0.10

=====

[5]
Below is a 8-piece molecular cluster, CH19O8 overall in a non-equilibrium geometry, with properties calculated with ωB97M-V/def2-TZVPD.

Structure (XYZ):
```
28
CH19O8 (ωB97M-V/def2-TZVPD)
H 0.589 -2.260 -2.344
H -0.557 -1.529 -1.564
H 2.821 -0.052 0.677
O -0.476 -0.386 -0.365
H -2.439 -0.160 -1.469
H 2.970 1.732 2.530
O -0.903 0.306 4.168
H 0.195 1.196 -2.868
H -0.620 -1.746 -3.140
H 4.036 0.464 -0.065
O -2.942 -1.706 1.246
O -3.143 -0.177 -2.117
O 0.973 1.181 -2.305
H -0.955 0.689 1.383
H 1.744 0.797 -2.729
H -1.342 -0.544 4.178
H 0.735 0.603 -1.577
O 2.856 2.431 1.885
O 3.299 -0.141 -0.148
H 0.391 -0.274 1.529
H 2.052 2.875 2.152
H -2.359 -1.091 0.799
H -2.707 0.000 -2.950
H -1.172 0.706 3.341
O -0.360 -2.120 -2.295
H 0.524 1.240 0.656
H -3.107 -2.393 0.601
C -0.102 0.358 0.790
```

Results
Lowest unoccupied orbital energy in eV: -5.398
Largest force on an atom in eV/Å: 4.3
E_tot in eV: -17714.23941
Total charge: +1
Molar mass in g mol⁻¹: 159.16
Energy above the lowest of the compared OMol25 structures with the same formula, charge and spin in eV: 2.104
HOMO energy in hartree: -0.4744

Results of the natural (NBO) charge analysis, in e, for atoms 1 through 2:
1 H 0.55
2 H 0.58

=====

[6]
Below is C7H11N in the gas phase in a non-equilibrium geometry, with properties calculated with ωB97M-V/def2-TZVPD.

Structure (XYZ):
```
19
C7H11N (ωB97M-V/def2-TZVPD)
C 0.101 -0.369 0.645
H -2.917 -0.610 -0.551
C 0.707 1.452 -0.641
H 0.921 -2.159 1.423
H 0.139 2.244 -0.166
N -1.844 0.990 1.333
C 0.056 -1.510 1.348
C -1.233 0.364 0.363
C 2.486 -0.334 -0.308
H -2.837 1.109 1.116
H -1.415 -0.776 -1.483
H -0.849 -1.793 1.877
H 1.276 1.878 -1.467
H 2.881 0.003 -1.273
H 3.225 -0.062 0.454
H 2.419 -1.425 -0.359
C 1.173 0.316 -0.006
C -2.002 -0.098 -0.859
H -2.287 0.778 -1.448
```

Results
Lowest unoccupied orbital energy in eV: 0.266
Largest force on an atom in eV/Å: 3.7
E_tot in eV: -8924.80229
SMILES string: [H]/N=C(\C)C(=C)C(=C)C
Molar mass in g mol⁻¹: 109.17
Energy above the lowest of the compared OMol25 structures with the same formula, charge and spin in eV: 2.926
HOMO energy in hartree: -0.3165

Results of the natural (NBO) charge analysis, in e, for atoms 1 through 2:
1 C -0.09
2 H 0.23

=====

[7]
Below is a 2-piece molecular cluster, C4H8O2 overall in a non-equilibrium geometry, with properties calculated with ωB97M-V/def2-TZVPD.

Structure (XYZ):
```
14
C4H8O2 (ωB97M-V/def2-TZVPD)
H -0.735 1.753 -0.134
H 2.703 -0.892 -0.534
H 2.078 -1.138 0.974
H -2.989 0.794 -0.644
H -2.698 -0.965 0.146
C 1.007 0.348 -0.052
O 1.987 1.390 0.069
C -2.729 0.170 0.208
H -0.027 -2.048 -0.584
H -2.622 0.575 1.194
C -0.318 0.761 -0.013
H 1.738 2.283 -0.144
C 1.693 -0.950 -0.029
O 0.911 -2.084 -0.455
```

Results
Lowest unoccupied orbital energy (spin up / spin down) in eV: -0.359 / -0.217
Largest force on an atom in eV/Å: 5.0
E_tot in eV: -8366.84375
Molar mass in g mol⁻¹: 88.11
Energy above the lowest of the compared OMol25 structures with the same formula, charge and spin in eV: 6.438
HOMO energy (spin up / spin down) in hartree: -0.3160 / -0.3221

Results of the natural (NBO) charge analysis, in e, for atoms 1 through 2:
1 H 0.18
2 H 0.21

=====

[8]
Below is a 2-piece molecular cluster, C6H11N2S overall in a non-equilibrium geometry, with properties calculated with ωB97M-V/def2-TZVPD.

Structure (XYZ):
```
20
C6H11N2S (ωB97M-V/def2-TZVPD)
C -2.395 0.442 0.576
H -2.868 0.981 -1.358
N 2.510 -0.489 -0.239
H -2.651 0.262 1.548
H 3.388 1.038 0.809
H 3.376 1.203 -0.985
H -0.394 1.640 0.996
H -2.993 2.213 -0.198
C 3.581 0.508 -0.129
S -2.437 -1.388 -0.134
H -0.143 -2.372 0.164
N 2.706 -1.549 0.281
C -0.594 -1.498 -0.433
C -0.882 0.795 0.623
H -4.261 0.854 -0.044
C -0.290 -0.211 0.041
H 4.411 -0.085 -0.321
H -0.407 -1.643 -1.426
C -3.199 1.219 -0.395
H 3.542 -1.918 0.624
```

Results
Lowest unoccupied orbital energy (spin up / spin down) in eV: -6.128 / -6.127
Largest force on an atom in eV/Å: 4.9
E_tot in eV: -20202.45571
Total charge: +1
Molar mass in g mol⁻¹: 143.24
Energy above the lowest of the compared OMol25 structures with the same formula, charge and spin in eV: 7.697
HOMO energy (spin up / spin down) in hartree: -0.4716 / -0.4716

Results of the natural (NBO) charge analysis, in e, for atoms 1 through 2:
1 C -0.18
2 H 0.24